(1)
{"formula": "C10H7N2O5Ru", "method": "ωB97M-V/def2-TZVPD", "symbols": ["O", "C", "Ru", "O", "C", "C", "O", "C", "O", "C", "O", "H", "N", "C", "C", "C", "C", "C", "N", "H", "H", "H", "H", "H", "H"], "coordinates": [[1.733031, -3.388200, -3.735410], [1.355041, -2.444027, -3.171114], [0.498376, -0.746830, -1.456444], [0.870043, -3.163444, 0.462697], [0.763449, -2.279880, -0.275484], [0.210172, 1.193070, -1.770961], [0.183964, 2.226660, -2.324366], [-1.262605, -1.512728, -1.639918], [-2.309475, -2.026268, -1.717095], [2.392721, -0.299880, -1.167047], [3.470178, 0.056211, -0.900736], [0.374348, -1.515476, -3.252337], [-2.035284, 1.194499, -0.196172], [-1.186956, 1.009261, 0.835061], [-1.417613, 1.675177, 2.049680], [-0.486191, 1.608621, 3.061534], [0.666059, 0.833888, 2.858373], [0.822641, 0.168518, 1.642392], [-0.099590, 0.243201, 0.665282], [-1.919807, 0.767532, -1.107439], [-2.888175, 1.699554, -0.041457], [-2.322867, 2.255422, 2.123544], [-0.612767, 2.144064, 3.997124], [1.467303, 0.728358, 3.605552], [1.734005, -0.427304, 1.454741]], "atomic_forces_ev_per_a": [[-1.8, 2.4, 0.6], [2.1, -2.0, -0.5], [0.8, -0.2, 0.2], [-0.4, 3.8, -3.2], [0.8, -5.7, 4.6], [0.0, 7.2, -4.7], [0.1, -5.3, 3.4], [-7.5, -2.7, -0.9], [5.3, 2.4, 0.4], [6.8, 2.8, 1.3], [-5.3, -2.0, -1.4], [0.1, -1.4, -1.5], [0.8, -0.5, 1.1], [-0.8, 0.0, -1.3], [-0.3, 0.7, 0.9], [0.5, -0.2, 0.3], [0.1, 0.5, 1.0], [-0.6, -0.3, -1.3], [1.7, -0.8, 0.6], [-0.2, 0.1, 0.3], [-0.5, 0.4, 0.0], [-0.2, 0.2, 0.3], [-0.1, 0.0, -0.1], [-0.5, 0.2, -0.2], [-0.6, 0.3, 0.2]], "spin_multiplicity": 5, "homo_lumo_gap_ev": [5.79, 7.02], "charge": 3, "mol_weight_da": 336.24, "e_above_lowest_kcal_mol": 27.8, "s_squared": 6.05, "homo_ev": [-18.97, -22.81], "energy_ha": -964.489809}


(2)
{"formula": "C10H7OP", "method": "ωB97M-V/def2-TZVPD", "symbols": ["C", "C", "C", "C", "C", "C", "C", "C", "P", "O", "H", "H", "H", "H", "H", "C", "C", "H", "H"], "coordinates": [[-1.368230, -0.889038, 2.614525], [-1.291550, -0.745434, 1.423124], [-1.076131, -0.602220, 0.030418], [-2.098062, -0.411329, -0.892574], [-1.784181, -0.304212, -2.235937], [-0.468993, -0.390095, -2.665041], [0.550745, -0.593389, -1.748993], [0.252074, -0.701007, -0.401406], [1.516908, -0.998013, 0.942811], [1.997088, -2.359650, 0.725057], [-1.489338, -1.012182, 3.650380], [-3.126116, -0.352913, -0.562985], [-2.575285, -0.154786, -2.956698], [-0.237592, -0.300482, -3.715755], [1.578621, -0.671384, -2.074935], [1.907747, 2.310125, 2.077312], [2.903150, 2.930808, 1.853582], [1.029508, 1.773557, 2.285535], [3.779639, 3.471642, 1.651580]], "atomic_forces_ev_per_a": [[-0.1, 0.1, -0.7], [-0.3, -0.1, 0.9], [0.3, 0.1, -0.7], [-0.1, 0.0, 0.0], [-0.1, 0.0, 0.0], [0.1, 0.0, 0.0], [0.0, 0.0, 0.1], [0.1, 0.0, 0.4], [-0.5, 0.9, -0.1], [0.5, -1.1, -0.2], [0.0, -0.1, 0.6], [0.0, 0.0, 0.0], [0.0, 0.0, 0.0], [0.0, 0.0, -0.1], [0.1, 0.0, -0.1], [0.3, 0.3, 0.0], [-0.3, -0.2, 0.0], [-0.5, -0.3, 0.1], [0.5, 0.3, -0.1]], "homo_lumo_gap_ev": 8.77, "mol_weight_da": 174.14, "e_above_lowest_kcal_mol": 0.0, "homo_ev": -9.21, "energy_ha": -801.696386}


(3)
{"formula": "C10H8BrNO", "method": "ωB97M-V/def2-TZVPD", "symbols": ["N", "C", "C", "Br", "C", "O", "C", "C", "C", "C", "C", "C", "C", "H", "H", "H", "H", "H", "H", "H", "H"], "coordinates": [[-2.253566, 1.466166, -2.366404], [-2.155234, 0.813159, -1.437814], [-1.700409, -0.002911, -0.297724], [-3.154625, -0.209689, 1.068343], [-1.393657, -1.470498, -0.978445], [-0.870280, -2.360681, -0.120664], [0.465510, -2.026294, 0.259417], [0.716586, -0.503066, 0.401944], [1.938493, -0.072933, 0.820126], [2.214646, 1.294890, 1.017733], [1.234552, 2.225776, 0.624187], [-0.022882, 1.778523, 0.220597], [-0.313772, 0.451094, 0.182066], [-2.293049, -1.924545, -1.474594], [-0.821991, -1.069363, -1.782946], [1.227296, -2.509239, -0.430918], [0.775411, -2.569159, 1.172309], [2.770515, -0.645698, 0.935574], [3.064778, 1.539089, 1.513663], [1.283934, 3.233885, 0.642439], [-0.712262, 2.561500, 0.031105]], "atomic_forces_ev_per_a": [[-0.5, 0.6, -1.0], [0.6, -0.5, 1.7], [0.1, -2.2, -0.7], [0.9, 0.3, -0.5], [-3.0, 2.0, -0.6], [1.6, -0.6, 1.1], [1.4, -0.1, -0.2], [-1.7, -1.2, -0.1], [-0.7, 3.1, -0.1], [-3.9, -0.4, -1.7], [-0.1, -3.6, 0.4], [1.4, 0.5, 0.7], [-0.8, -1.3, -0.2], [0.5, 0.6, 0.8], [1.4, -0.6, -0.9], [-1.0, 0.9, -0.1], [-1.0, 0.5, 0.1], [1.8, -2.3, 0.6], [2.6, 1.0, 0.9], [1.0, 3.1, 0.4], [-0.9, 0.2, -0.4]], "homo_lumo_gap_ev": 9.69, "mol_weight_da": 238.08, "e_above_lowest_kcal_mol": 0.0, "homo_ev": -9.64, "energy_ha": -3089.804856}